Entry 1:
C71H135In2N9O23 | ωB97M-V/def2-TZVPD

```
240
Properties=species:S:1:pos:R:3:forces:R:3:mulliken_charge:R:1
In 1.622 -2.987 -0.674 0.001 0.491 0.530 0.778
In 1.273 -0.552 3.680 0.544 0.358 0.402 1.272
O 1.398 -5.114 1.510 2.085 -1.216 -2.231 -0.486
O 3.731 -1.823 1.103 -3.258 -0.384 -3.087 -0.328
O 2.370 1.503 5.635 0.229 2.791 -3.190 -0.396
O 1.451 -0.040 6.637 -3.570 -3.456 0.367 -0.504
O 3.999 -3.863 -2.504 0.059 0.262 0.382 0.170
O -4.033 -8.488 -2.474 0.150 1.868 1.921 -0.588
O -0.234 2.161 3.899 -0.232 0.609 0.026 0.673
O 4.111 -0.939 2.981 0.649 0.065 0.428 -0.788
O 5.638 -2.091 1.871 0.978 0.502 1.088 -0.675
O 3.037 2.533 2.471 0.729 0.833 0.549 0.946
O 1.344 0.899 1.166 -0.240 2.560 0.455 -0.249
O 0.493 -0.892 0.852 -3.605 -4.723 2.117 -0.434
O -8.313 -1.900 -0.690 0.653 -0.469 0.377 -0.502
O 1.940 -1.359 -3.400 -0.263 -0.989 -0.294 0.637
O -3.675 -6.533 -4.328 -0.286 -0.043 1.612 -0.640
O 0.270 -5.105 3.228 -1.442 -1.724 3.228 -0.516
O -0.396 5.796 -5.837 -0.526 -0.044 0.841 -0.517
O -1.832 -6.099 0.653 0.269 2.073 -2.070 -0.541
O -0.974 -2.729 4.630 0.657 -0.394 0.852 -0.057
O 1.259 -0.038 -0.894 -0.423 1.740 -1.760 -1.270
O 2.840 1.134 7.631 2.084 1.651 4.362 -0.780
O 1.122 -3.279 2.538 1.444 2.508 0.219 -0.296
O -1.571 -3.854 -1.268 -1.337 -3.424 -0.010 -0.197
N 4.502 -1.601 1.990 1.083 -0.342 1.355 0.739
N -7.188 -1.143 -1.076 -0.961 2.884 -0.810 0.467
N 1.376 -1.195 -4.666 -1.871 2.001 -2.686 0.706
N 2.178 0.919 6.677 1.134 -1.227 -1.869 0.800
N -2.196 -2.248 5.012 -2.229 2.997 -2.784 0.803
N 3.907 3.396 1.787 0.307 2.167 -0.984 0.264
N 5.088 -3.743 -1.603 -0.159 1.414 0.038 0.642
N -1.622 2.270 4.011 -1.046 0.143 2.285 0.474
N 0.255 5.568 -4.576 1.188 -0.530 -0.743 0.361
C -5.131 -1.919 5.562 1.304 1.690 -1.817 -1.527
C -3.830 2.533 2.979 1.367 0.495 0.883 -0.151
C -2.227 2.881 2.855 -3.009 -1.488 -1.629 1.642
C 6.604 -3.303 -3.672 -0.822 0.572 0.204 -1.437
C -1.623 4.241 5.851 -0.039 0.617 -0.961 -1.836
C -1.712 2.195 1.585 0.808 -0.329 -0.991 -1.037
C 3.555 -0.613 -5.565 1.031 0.087 0.315 -1.252
C -0.597 -0.953 -6.194 0.736 0.039 -3.212 -1.286
C 2.274 5.225 2.070 0.984 0.845 0.427 -1.338
C 3.818 4.875 2.228 -1.193 -1.627 0.085 1.370
C -2.023 2.785 5.409 -1.393 -0.973 0.804 1.890
C 0.295 -1.446 -7.419 -0.306 -1.537 1.544 -0.993
C -4.172 -1.874 6.690 1.735 -1.535 0.513 -1.242
C -0.889 -0.439 -3.877 -0.509 0.166 0.493 -1.655
C -4.424 -1.348 4.241 -0.971 -3.275 0.415 -0.222
C -3.048 -2.090 3.765 -3.639 -0.718 2.482 2.043
C -3.670 -7.402 -1.971 0.458 -2.298 -2.876 0.302
C -2.050 4.334 2.543 1.315 1.557 0.459 -1.353
C 0.181 6.748 -3.701 -0.748 -0.942 0.336 1.991
C 4.313 -5.492 -0.045 -0.517 -0.010 0.533 -2.099
C -2.828 -5.035 -2.769 -1.674 -1.522 -1.149 -0.446
C -1.726 -2.166 7.345 1.044 0.431 1.651 -1.805
C 0.857 7.939 -4.392 -1.197 0.017 -0.038 -1.966
C 5.122 2.727 1.316 -0.074 -0.300 0.349 1.772
C 6.135 5.163 1.188 -0.773 -0.116 0.367 -0.935
C 1.700 -1.059 -7.181 0.640 1.983 1.054 -1.287
C -2.722 -2.559 6.323 -0.803 0.007 -0.624 1.412
C -0.121 -1.365 -4.813 0.598 -0.049 1.013 2.602
C 1.041 -4.503 2.510 -2.171 0.679 -1.358 0.581
C -1.298 7.027 -3.325 0.234 0.036 -0.328 -1.708
C -3.077 -7.209 -0.622 -4.115 -2.189 -4.559 -0.190
C -7.969 0.742 0.442 0.746 0.518 -1.516 -2.136
C 0.626 3.189 -5.284 0.873 0.688 -0.163 -2.052
C 5.968 2.092 2.505 -1.285 1.262 -0.197 -1.723
C 6.146 -2.863 -2.246 0.408 -1.738 2.056 2.130
C -2.216 -4.959 -1.558 2.438 4.050 2.325 0.338
C -4.453 2.976 4.368 1.171 1.568 -0.372 -1.219
C 5.675 -1.440 -2.078 -0.502 1.017 -1.792 -1.086
C 5.358 -5.041 -1.013 2.103 -1.075 -2.071 2.499
C 7.398 -2.936 -1.333 1.927 -2.099 0.200 -1.788
C -4.553 0.151 -1.590 -0.450 -3.243 -0.469 0.283
C -5.640 0.744 -0.710 0.282 0.473 0.636 -1.242
C 5.999 3.774 0.542 0.490 -0.338 1.764 -0.907
C -6.273 -1.785 -1.996 1.603 -2.664 1.614 2.010
C 0.903 3.821 -2.826 -1.452 1.682 0.973 -1.301
C -3.424 -3.453 2.948 1.335 1.119 1.927 -1.428
C -5.547 -2.970 -1.250 1.072 -0.950 0.390 -1.095
C 4.622 1.612 0.363 0.008 -0.373 -0.016 -1.620
C -2.374 -6.090 -0.524 3.382 2.109 4.698 0.187
C 2.293 -1.414 -5.827 0.132 -2.016 2.071 1.448
C 4.109 4.990 3.739 -0.565 -0.574 0.137 -1.645
C -2.912 -4.051 6.340 -0.884 -1.068 1.025 -1.914
C -1.462 1.762 6.450 0.874 0.408 -0.772 -1.429
C -3.598 2.549 5.566 1.064 -1.310 -1.469 -0.530
C 0.906 0.102 0.297 4.280 -0.342 -1.426 -0.307
C 1.027 6.413 -2.475 -0.233 -0.485 0.638 -1.635
C 5.534 -6.075 -2.171 -0.587 -0.817 -0.525 -1.885
C -1.415 3.661 -4.068 -0.381 0.996 0.465 -1.664
C 0.715 5.051 -1.804 1.086 -0.525 -0.488 0.735
C 2.628 -2.949 -5.852 0.510 0.016 0.227 -0.942
C -6.214 -0.925 1.234 -0.483 1.798 -0.640 -1.373
C -6.751 -0.150 -0.036 0.268 -1.798 0.591 1.895
C 4.736 5.816 1.317 0.131 -1.179 0.268 -0.945
C -0.591 -2.770 -4.388 0.112 -1.263 -0.865 -2.051
C 7.900 -4.405 -0.814 -1.417 2.985 -1.964 -0.773
C 0.068 4.171 -4.133 0.404 -3.549 -1.443 1.931
C -5.230 -0.773 -2.590 -1.963 0.615 -0.668 -1.759
C -3.452 -6.271 -3.147 0.086 -0.956 -0.081 0.064
C -2.453 -1.088 2.913 2.110 1.733 -1.702 0.722
C -6.971 -2.519 -3.126 -1.180 1.649 -1.268 -2.167
C 6.677 -5.010 -0.250 0.317 -0.933 2.110 -1.648
H -1.383 4.411 6.901 0.003 -0.741 0.109 0.429
H 0.508 2.125 -5.084 0.119 0.086 0.761 0.141
H 5.429 1.141 -0.199 0.205 0.152 -0.063 0.763
H -3.555 -4.269 3.658 -0.852 0.096 0.113 0.282
H 4.655 -6.392 0.466 -0.022 -0.282 -0.228 0.429
H 1.919 3.446 -2.948 0.562 1.309 -0.726 0.424
H -4.693 -1.241 -3.415 0.768 -0.397 0.636 0.394
H 6.553 5.273 2.189 -0.174 -1.231 0.595 0.338
H 1.676 3.383 -5.505 0.411 -0.033 0.584 0.562
H -3.730 1.467 5.543 0.370 -0.309 0.455 -0.465
H -5.130 -0.974 1.131 -0.095 -0.601 0.483 -0.220
H -1.656 -2.873 -4.177 -0.007 0.625 -0.024 -0.183
H 4.093 0.790 0.846 0.346 0.011 0.656 -0.409
H 6.909 1.665 2.156 -0.155 -0.188 0.178 0.417
H -3.942 -0.538 -1.006 0.624 0.509 0.402 -0.308
H -6.753 -1.845 1.457 0.342 -0.222 -0.522 0.292
H -7.742 -3.257 -2.904 0.475 -0.117 0.570 0.344
H 4.734 -1.222 -2.583 -0.625 -0.520 0.457 -0.456
H -1.077 4.508 2.083 0.798 -0.132 0.540 0.158
H -2.100 4.957 3.436 -0.312 0.295 -0.261 0.229
H 2.497 2.174 1.763 -0.528 -0.437 -0.239 0.060
H -0.625 2.239 1.506 0.203 -0.469 0.764 -0.311
H -5.495 -2.936 5.419 0.034 0.033 -0.320 0.431
H -0.807 4.714 5.306 0.652 -0.685 -0.126 0.257
H 0.246 3.237 -6.305 -0.998 0.731 0.136 0.464
H -5.517 2.780 4.505 0.032 -0.547 -0.181 0.440
H -2.034 -4.638 6.072 0.098 0.204 -0.346 0.316
H -0.414 -3.522 -5.157 0.105 0.044 -0.448 0.439
H -2.362 5.013 5.636 -0.824 -0.320 -0.031 0.453
H -5.984 -1.245 5.628 -0.239 -0.184 0.677 0.545
H -0.775 -0.832 -2.867 0.146 0.731 0.343 0.483
H 1.568 4.507 2.487 0.551 -0.526 -0.148 0.089
H 3.341 4.479 4.318 -0.399 -0.319 -0.337 0.264
H -4.957 1.158 0.033 -0.924 0.721 0.790 -0.213
H -2.546 -3.847 2.437 -0.049 0.539 -0.768 0.441
H 0.606 2.900 -2.324 -1.280 0.014 -0.131 0.333
H 3.416 -3.187 -5.138 0.248 0.227 0.012 -0.274
H -1.550 -1.494 2.458 0.318 0.389 -0.068 0.160
H -1.379 8.060 -2.986 -0.344 -0.041 0.129 0.440
H -0.229 5.081 -1.261 -0.653 -0.226 -0.766 0.252
H -0.095 -3.219 -3.528 0.230 0.678 0.287 0.292
H -1.704 1.918 7.501 -0.341 0.731 -0.074 0.504
H -6.495 -0.266 2.055 0.606 0.022 0.372 0.697
H -2.016 1.172 1.364 -0.035 -0.079 0.507 -0.318
H 5.971 -7.033 -1.888 0.255 0.123 0.449 0.347
H 5.817 -3.530 -4.392 -0.496 -0.016 0.174 0.107
H 1.688 0.029 -7.240 0.272 0.466 0.052 0.336
H 0.885 7.238 -1.777 -0.156 -0.002 0.300 0.403
H -3.916 1.464 2.781 -0.044 -0.118 0.378 -0.557
H -2.267 -0.157 3.449 0.710 -0.246 0.600 -0.513
H -3.768 -4.315 5.719 0.178 -0.216 -0.138 0.412
H -9.057 -1.462 -1.110 -0.002 0.112 -0.136 0.331
H -6.072 -3.892 -0.999 -1.553 0.331 -0.336 0.465
H 4.599 -6.387 -2.637 -0.500 0.156 0.293 0.329
H -3.152 -4.399 7.345 -0.108 -0.055 0.239 0.513
H 6.988 5.642 0.708 -0.687 0.849 -1.014 0.456
H -1.948 6.840 -4.179 0.166 0.474 -0.331 0.339
H 5.658 -1.064 -1.055 -0.089 -0.417 -0.077 -0.029
H -7.731 1.636 1.018 0.948 -0.230 0.309 0.383
H -7.513 -1.724 -3.639 -0.374 0.149 -0.417 0.555
H -0.624 0.110 -6.432 0.253 0.552 1.097 0.323
H -5.106 -2.833 -0.263 0.423 0.984 -0.187 0.051
H -0.376 1.822 6.377 0.060 -0.492 0.082 0.237
H -0.768 0.634 -4.024 1.037 -0.043 0.377 -0.677
H 2.347 -1.363 -8.004 0.210 -0.350 0.221 0.409
H -4.074 -0.916 7.201 0.278 0.165 -0.387 0.293
H -6.150 1.530 -1.267 -0.011 0.218 0.090 0.602
H -2.117 -2.471 8.316 0.051 -0.132 0.243 0.421
H -1.960 -0.487 -4.074 -0.218 -0.702 -0.190 0.504
H -1.887 3.864 -5.029 -0.219 0.902 0.162 0.475
H 4.208 -4.769 0.764 -0.225 0.303 -0.185 0.186
H -1.869 2.741 0.655 -1.092 0.446 0.069 0.761
H 0.195 -1.054 -8.431 -1.512 -0.141 0.087 0.436
H -6.298 -2.889 -3.900 0.304 -0.258 0.422 0.327
H -8.296 1.212 -0.485 -0.822 -0.216 -0.153 0.584
H 0.634 8.888 -3.904 0.287 -0.135 0.721 0.377
H -4.397 4.063 4.428 -0.194 0.483 -0.577 0.477
H 7.073 -2.433 -4.131 0.576 -0.224 0.074 0.528
H -5.233 -1.711 3.606 0.415 0.429 -1.112 -0.463
H -1.702 2.612 -3.992 1.312 -0.447 0.368 0.237
H 1.350 4.924 -0.927 0.633 -0.095 -0.284 -0.806
H -4.533 -2.591 7.427 0.029 0.176 0.558 0.554
H -3.867 2.859 6.576 -0.398 0.480 -0.264 0.581
H 1.931 7.753 -4.415 -0.126 0.230 -0.563 0.388
H -3.253 -7.914 0.178 0.294 0.070 -0.041 0.514
H 0.301 -2.536 -7.389 -0.467 -0.293 -0.586 0.363
H -4.300 -3.245 2.332 0.252 -0.310 -0.141 -0.086
H 1.821 -3.598 -5.513 -0.368 0.309 -0.307 0.260
H 6.452 -4.553 0.714 0.100 0.402 0.079 0.458
H -2.895 -4.285 -3.543 0.523 0.336 0.353 0.754
H 8.295 -4.974 -1.656 0.052 -0.102 -0.127 0.369
H -1.913 4.101 -3.204 -0.436 0.420 -0.260 0.240
H 1.504 -0.682 -2.877 0.160 0.586 0.609 0.019
H 2.115 6.094 2.710 -0.085 0.457 -0.156 0.552
H 4.979 4.415 4.057 0.476 0.740 -0.129 0.311
H -1.648 -1.211 -6.324 0.031 -0.567 0.088 0.495
H 6.288 -0.795 -2.706 0.793 0.202 0.300 0.475
H -1.821 0.752 6.251 0.303 0.002 -0.483 -0.134
H 4.287 -0.813 -6.347 -0.067 0.328 -0.402 0.456
H 5.354 1.446 3.133 0.026 -0.748 -0.688 0.122
H 2.083 6.474 -2.735 0.085 -0.311 -0.189 0.394
H 7.322 -2.331 -0.430 -0.257 0.117 -0.217 0.398
H 6.090 -5.735 -3.045 0.412 0.308 0.332 0.330
H 1.957 5.484 1.060 0.239 -0.101 -0.111 -0.092
H 3.411 0.453 -5.391 -0.455 0.157 -0.708 0.253
H -1.720 6.334 -2.597 0.474 0.106 0.422 0.288
H -4.285 3.019 2.116 -0.305 0.246 0.195 0.471
H 4.003 6.010 4.107 0.755 0.227 -0.092 0.461
H 4.210 5.918 0.368 0.175 0.030 -0.223 0.210
H 8.709 -4.230 -0.106 -0.200 -0.166 0.144 0.448
H 7.219 -4.202 -3.637 0.391 0.415 0.035 0.301
H -3.941 0.843 -2.168 -0.023 0.343 0.593 0.633
H -0.738 -2.614 7.236 -0.149 -0.408 -0.266 0.314
H 7.009 3.370 0.616 0.084 -0.333 -0.685 0.478
H -8.783 0.298 1.014 0.172 -0.649 -0.438 0.350
H 7.010 -6.013 0.018 -0.794 -0.599 0.059 0.512
H -2.590 4.750 1.693 -1.089 -0.368 0.425 0.385
H 2.955 -3.278 -6.839 0.078 -0.060 -0.086 0.381
H 0.339 8.121 -5.333 0.638 -0.372 -0.531 0.481
H -1.078 -3.681 4.560 0.418 -0.725 -0.373 0.170
H -3.006 -0.615 2.102 -0.836 -1.015 -0.389 -1.227
H 0.304 5.842 -6.493 0.315 -0.086 0.179 0.341
H 4.116 -0.851 -4.662 -0.462 -0.747 0.220 -0.086
H 5.706 3.935 -0.495 -0.141 -0.289 -0.018 0.283
H -4.803 -3.479 -1.863 0.595 0.672 -0.340 -0.071
H 4.895 6.805 1.747 -0.584 0.054 0.270 0.358
H 3.839 1.929 -0.325 0.278 0.658 -0.304 0.164
H 8.271 -2.661 -1.925 -0.114 0.935 -0.079 0.424
H 6.117 2.884 3.239 0.771 0.385 -0.228 0.472
H 3.350 -5.697 -0.514 -0.012 0.073 0.050 0.252
H 4.403 -4.287 -3.265 -0.295 -0.274 -0.573 0.060
H -4.436 -0.261 4.162 0.473 -0.079 0.414 0.362
H -1.467 -1.113 7.458 -0.475 0.243 -0.489 0.179
H -5.775 -0.018 -3.157 -0.948 -0.152 -0.388 0.453
H -0.019 3.078 3.711 1.311 0.247 0.005 -0.180
```
Forces are in eV/Å.

As for the calculated total energy: -5388.7611 Ha. As for the total charge: -2.


Entry 2:
C13H28NO4P | ωB97M-V/def2-TZVPD

```
47
Properties=species:S:1:pos:R:3:forces:R:3:mulliken_charge:R:1
P -0.059 0.400 0.711 -0.360 0.728 -0.997 0.921
O -1.398 1.295 0.731 0.460 -0.409 0.239 -0.225
O -0.089 -0.386 -0.710 0.249 1.021 0.748 -0.205
O -0.032 -0.465 1.886 0.244 -0.226 0.314 -0.812
O 4.680 -0.572 -0.663 0.006 -0.185 -0.058 -0.399
N 2.620 1.174 0.184 0.160 -0.170 -0.142 -0.077
C -1.916 -1.982 -0.552 0.174 -0.048 -0.167 0.029
C -2.325 -3.452 -0.626 0.047 0.160 0.167 -0.637
C 4.480 -0.292 0.703 -0.210 0.008 0.332 -0.781
C 3.016 0.036 0.995 0.514 -0.115 -0.007 -0.179
C 1.311 1.653 0.510 -0.743 -0.327 0.338 -1.006
C -3.314 2.361 -0.245 0.333 -0.426 -0.055 -0.971
C -0.414 -1.771 -0.684 -0.287 -0.741 0.001 -0.812
C -5.638 1.382 -0.314 0.210 -0.136 -0.051 -1.521
C -1.814 -4.274 0.552 -0.088 0.026 -0.212 -1.210
C -1.815 2.100 -0.363 -0.287 0.431 -0.335 -0.379
C 2.801 0.859 -1.224 0.420 -0.117 -0.152 -0.204
C 4.274 0.519 -1.454 -0.259 0.249 -0.231 -0.764
C -4.147 1.098 -0.442 -0.066 0.274 0.088 0.195
H 5.106 0.561 1.003 -0.037 -0.078 0.018 0.387
H -0.732 -4.364 0.526 0.131 -0.056 0.083 0.313
H -1.275 3.054 -0.336 0.014 -0.096 -0.015 0.293
H 2.531 1.734 -1.819 -0.009 -0.027 -0.043 0.451
H -3.849 0.361 0.304 0.046 -0.088 -0.052 0.147
H -3.940 0.681 -1.431 0.067 -0.081 -0.006 0.218
H 4.887 1.401 -1.215 -0.037 -0.054 -0.055 0.373
H 1.010 2.395 -0.231 -0.121 0.020 0.044 0.556
H 4.792 -1.184 1.248 -0.018 0.088 0.034 0.370
H -3.416 -3.499 -0.644 0.010 -0.032 -0.100 0.336
H -3.511 2.774 0.745 -0.020 0.126 0.016 0.358
H 2.889 0.291 2.048 -0.005 -0.089 0.033 0.430
H 0.102 -2.239 0.158 0.035 -0.019 -0.160 0.484
H -1.959 -3.883 -1.561 -0.083 -0.025 -0.080 0.326
H -6.213 0.471 -0.459 -0.138 -0.038 0.002 0.397
H 1.343 2.140 1.493 -0.100 0.056 -0.075 0.333
H -2.414 -1.424 -1.349 -0.009 0.071 0.031 0.171
H -5.955 2.110 -1.058 -0.096 0.081 -0.058 0.359
H 2.179 0.007 -1.535 0.038 0.078 -0.043 0.076
H -2.223 -1.556 0.406 -0.114 0.016 0.009 0.135
H -0.035 -2.183 -1.625 -0.034 0.003 0.120 0.329
H -2.096 -3.804 1.491 -0.001 0.019 0.156 0.314
H 4.445 0.226 -2.492 -0.021 0.087 0.040 0.373
H -1.584 1.590 -1.305 -0.033 0.050 0.015 0.336
H 2.392 -0.844 0.772 0.079 -0.032 0.090 0.038
H -2.239 -5.275 0.524 0.025 -0.106 0.063 0.388
H -3.590 3.109 -0.992 -0.002 0.074 0.009 0.397
H -5.867 1.779 0.672 -0.083 0.054 0.105 0.350
```
Forces are in eV/Å.

As for the calculated total energy: -1209.2793 Ha. The energy above the lowest of the compared OMol25 structures with the same formula, charge and spin comes out at 17.54 kJ/mol.


no.,F_max (eV/A),orbital gap (eV),HOMO energy (eV)
1,6.5,2.191,-3.24
2,1.3,9.439,-8.64